Formula: C34H78F14N13O32S14
Source: the OMol25 dataset
Level of theory: ωB97M-V/def2-TZVPD

XYZ file:
```
185
C34H78F14N13O32S14, DFT ωB97M-V/def2-TZVPD
C 4.327 -18.578 -9.044
C 2.802 -18.344 -9.056
O 2.258 -17.930 -10.089
N 2.053 -18.808 -7.856
H 1.632 -19.709 -8.031
H 2.677 -19.008 -7.087
C 0.838 -17.901 -7.459
H 4.882 -17.869 -8.430
H 4.792 -18.568 -10.030
H 4.548 -19.543 -8.590
H 0.159 -18.603 -6.974
H 0.288 -17.447 -8.283
H 1.064 -17.216 -6.642
C 5.029 -16.490 1.882
C 3.642 -15.827 1.685
O 3.438 -15.013 0.770
N 2.581 -16.129 2.782
H 2.529 -17.126 2.937
H 2.844 -15.824 3.708
C 1.221 -15.511 2.464
H 5.398 -16.101 2.831
H 5.640 -16.015 1.113
H 5.074 -17.569 1.736
H 0.875 -16.027 1.569
H 1.297 -14.447 2.240
H 0.628 -15.643 3.370
C -6.349 -14.078 -0.144
C -7.398 -13.983 -1.181
O -7.853 -12.963 -1.783
N -7.855 -15.386 -1.633
H -6.981 -15.812 -1.909
H -8.229 -15.894 -0.845
C -8.878 -15.329 -2.740
H -5.473 -14.548 -0.592
H -6.715 -14.797 0.589
H -6.071 -13.090 0.221
H -9.697 -14.635 -2.550
H -9.183 -16.375 -2.772
H -8.289 -15.210 -3.649
C -3.785 -13.049 -2.402
C -2.261 -13.167 -2.018
C -2.117 -14.215 -0.850
C -0.759 -14.847 -0.589
C -0.249 -15.532 -1.822
C -0.237 -14.563 -3.064
N -1.555 -13.785 -3.215
O -1.760 -13.142 -4.469
C 0.050 -15.425 -4.324
C 0.974 -13.558 -2.789
C -1.612 -11.807 -1.640
H -4.157 -14.019 -2.734
H -3.916 -12.459 -3.309
H -4.398 -12.560 -1.644
H -2.892 -14.966 -1.004
H -2.471 -13.668 0.024
H -0.930 -15.505 0.263
H -0.048 -14.123 -0.192
H -0.930 -16.356 -2.034
H 0.658 -16.088 -1.585
H -0.629 -16.265 -4.469
H 1.074 -15.797 -4.282
H 0.101 -14.775 -5.198
H 1.906 -14.119 -2.713
H 0.843 -13.060 -1.829
H 1.120 -12.830 -3.587
H -0.759 -12.061 -1.011
H -2.242 -11.202 -0.989
H -1.250 -11.211 -2.478
C 1.037 -19.612 -2.274
C -0.302 -20.320 -2.336
C -0.129 -21.833 -2.700
N -1.499 -22.586 -2.880
C -1.094 -24.076 -3.181
C -2.416 -22.058 -4.060
C -3.824 -21.703 -3.417
C -3.409 -21.503 -1.998
C -2.410 -22.565 -1.689
H 1.016 -18.669 -1.729
H 1.241 -19.237 -3.277
H 1.940 -20.136 -1.961
H -1.089 -19.811 -2.892
H -0.804 -20.398 -1.372
H 0.293 -22.373 -1.853
H 0.472 -21.838 -3.610
H -1.872 -24.833 -3.277
H -0.459 -24.423 -2.366
H -0.380 -24.078 -4.005
H -2.536 -22.726 -4.913
H -1.983 -21.111 -4.380
H -4.533 -22.518 -3.561
H -4.171 -20.756 -3.832
H -4.292 -21.568 -1.362
H -2.872 -20.575 -1.803
H -2.873 -23.551 -1.732
H -1.905 -22.365 -0.744
C 2.201 -14.483 -7.491
C 1.367 -14.282 -8.769
C 1.941 -13.171 -9.694
N 1.588 -13.331 -11.239
C 2.201 -14.586 -11.780
C 0.091 -13.258 -11.480
C -0.187 -11.704 -11.592
C 1.036 -11.146 -12.311
C 2.185 -12.113 -12.030
H 3.261 -14.534 -7.736
H 2.064 -15.465 -7.037
H 2.192 -13.723 -6.711
H 0.341 -14.089 -8.456
H 1.314 -15.227 -9.310
H 3.016 -13.071 -9.546
H 1.543 -12.190 -9.430
H 3.286 -14.519 -11.695
H 1.863 -14.652 -12.814
H 1.913 -15.533 -11.323
H -0.059 -13.892 -12.354
H -0.515 -13.707 -10.694
H -1.158 -11.640 -12.082
H -0.191 -11.330 -10.568
H 0.997 -11.070 -13.398
H 1.330 -10.176 -11.912
H 2.278 -12.602 -13.000
H 3.024 -11.683 -11.483
N -2.580 -17.676 -7.769
S -2.749 -18.750 -6.423
O -4.019 -19.475 -6.401
O -2.270 -18.384 -5.126
F -1.780 -19.897 -7.048
S -3.366 -16.657 -7.088
O -2.544 -15.822 -6.201
O -4.817 -16.859 -6.831
F -3.415 -15.699 -8.335
N 4.894 -10.376 -4.639
S 6.146 -11.528 -4.776
O 5.932 -12.669 -5.659
O 7.033 -11.595 -3.651
F 7.051 -10.645 -5.782
S 3.741 -11.248 -4.826
O 3.533 -12.456 -4.014
O 3.175 -11.092 -6.188
F 2.680 -10.305 -4.100
N -5.607 -7.343 -0.658
S -5.535 -6.689 -2.170
O -6.670 -6.735 -3.002
O -4.249 -6.701 -2.797
F -5.700 -5.166 -1.655
S -5.352 -8.693 -1.172
O -3.978 -9.260 -1.247
O -6.259 -9.331 -2.126
F -5.854 -9.533 0.172
N -2.698 -13.230 4.819
S -3.224 -14.653 4.012
O -2.247 -15.777 4.054
O -3.970 -14.546 2.732
F -4.310 -15.131 5.118
S -2.271 -12.538 3.518
O -3.231 -11.739 2.799
O -1.315 -13.225 2.640
F -1.335 -11.449 4.207
N 2.144 -9.662 1.371
S 2.087 -11.129 1.680
O 3.411 -11.729 1.781
O 1.079 -11.892 1.005
F 1.485 -11.079 3.197
S 2.212 -10.004 -0.371
O 0.963 -10.339 -1.048
O 3.393 -10.538 -0.974
F 2.344 -8.432 -0.662
N -5.363 -16.508 -2.042
S -4.518 -17.015 -3.161
O -4.881 -18.302 -3.734
O -3.168 -16.553 -3.314
F -5.306 -16.118 -4.219
S -4.679 -17.545 -0.934
O -3.272 -17.494 -0.695
O -5.283 -18.876 -0.771
F -5.282 -16.843 0.344
N -1.377 -8.753 -6.448
S -0.762 -9.380 -5.231
O 0.209 -8.617 -4.476
O -0.558 -10.818 -5.305
F -2.115 -9.025 -4.377
S 0.091 -8.648 -7.285
O 0.520 -9.927 -7.821
O 1.068 -7.723 -6.825
F -0.599 -7.910 -8.533
```

Results
E = -311124.443 eV
relative energy (zero: lowest compared OMol25 entry of this formula, charge and spin) = 194.7 kcal per mole
HOMO level = -5.39 eV
net charge = -1
lowest unoccupied orbital energy = -1.9447 eV

=====

Formula: C6H21NO6
Source: the OMol25 dataset
Level of theory: ωB97M-V/def2-TZVPD

XYZ file:
```
34
C6H21NO6, DFT ωB97M-V/def2-TZVPD
O 0.581 0.889 -3.739
C 1.039 0.280 -2.751
N 1.049 1.017 -1.571
C 1.587 0.251 -0.404
C 0.790 -1.065 -0.122
C 0.388 -1.183 1.433
C 0.790 -2.089 2.370
C 3.064 -0.051 -0.583
H 1.368 -0.787 -2.797
H 1.189 2.029 -1.578
H 1.437 0.967 0.379
H -0.257 -1.034 -0.459
H 1.358 -1.882 -0.515
H -0.322 -0.271 1.677
H 1.475 -2.827 2.129
H 0.375 -2.147 3.357
H 3.613 -0.442 0.322
H 3.316 -0.810 -1.371
H 3.571 0.928 -0.922
H 0.835 2.597 2.450
H 0.042 3.008 1.201
O 0.896 2.732 1.506
H -2.851 0.173 2.225
H -3.112 0.363 0.890
O -2.353 0.376 1.404
H -1.692 3.031 -0.339
H -2.426 2.487 0.797
O -2.118 3.323 0.418
H -2.848 -1.968 0.039
H -2.709 -2.407 1.451
O -3.276 -1.821 0.897
H -2.291 -1.233 -2.904
H -0.951 -0.894 -2.545
O -1.556 -1.541 -2.346
```

Results
E = -20335.672 eV
relative energy (zero: lowest compared OMol25 entry of this formula, charge and spin) = 75.6 kcal per mole
HOMO level = -9.53 eV
net charge = 0
lowest unoccupied orbital energy = 0.2691 eV

=====

Formula: C24H17ClN6O4SZn
Source: the OMol25 dataset
Level of theory: ωB97M-V/def2-TZVPD

XYZ file:
```
54
C24H17ClN6O4SZn, DFT ωB97M-V/def2-TZVPD
Zn 0.938 0.839 -0.138
N 0.605 4.111 2.608
C 0.527 2.990 1.874
S 0.424 3.183 0.175
N 0.446 1.850 2.537
N 0.453 0.744 1.821
C 0.129 -0.411 2.319
C -0.264 -0.590 3.730
C -1.547 -1.021 4.054
C -1.916 -1.158 5.380
C -1.006 -0.883 6.386
C 0.269 -0.443 6.067
C 0.638 -0.288 4.744
C 0.113 -1.523 1.388
C -0.106 -2.839 1.815
C -0.213 -3.845 0.877
C -0.093 -3.521 -0.470
C 0.174 -2.205 -0.807
N 0.277 -1.234 0.087
H 0.675 4.996 2.138
H 0.705 4.053 3.606
H -2.255 -1.231 3.264
H -2.917 -1.483 5.625
H -1.296 -1.000 7.419
H 0.978 -0.221 6.851
H 1.630 0.049 4.481
H -0.190 -3.044 2.871
H -0.394 -4.865 1.184
H -0.194 -4.272 -1.238
H 0.292 -1.915 -1.842
O 4.719 0.560 -4.418
C 3.527 0.597 -4.960
O 3.360 0.596 -6.156
C 2.342 0.634 -4.038
C 1.017 0.641 -4.475
Cl 0.531 0.579 -6.096
N 0.199 0.682 -3.385
N 0.961 0.700 -2.278
C 2.234 0.675 -2.631
C 3.275 0.663 -1.531
O 4.461 0.603 -1.845
O 2.828 0.697 -0.354
C -1.210 0.671 -3.252
C -2.079 0.687 -4.341
C -3.448 0.646 -4.136
C -3.979 0.592 -2.860
C -3.119 0.591 -1.776
C -1.753 0.633 -1.969
H 4.724 0.575 -3.405
H -1.696 0.734 -5.343
H -4.108 0.662 -4.989
H -5.047 0.554 -2.707
H -3.506 0.563 -0.769
H -1.115 0.644 -1.099
```

Results
E = -114073.021 eV
HOMO level = -8.15 eV
net charge = 0
lowest unoccupied orbital energy = -0.8369 eV

=====

> Number 2 is which compound?

C6H21NO6